#A
The following is a quantum chemistry calculation of 2 unconnected molecules or ions with the total composition C4H7ClO, from the OMol25 dataset.

Structure (ORCA input):
```
! RIJCOSX wB97M-V def2-TZVPD def2/J DEFGRID3
* xyz 0 1
C 0.78 0.90 0.24
C -0.18 0.15 -0.22
C 0.56 2.38 0.45
C -0.14 -2.39 -0.08
O -0.81 -2.78 -1.22
Cl -1.78 0.58 -0.73
H 1.75 0.51 0.60
H 1.51 2.93 0.64
H -0.13 2.67 -0.54
H -0.10 2.47 1.36
H 0.95 -2.45 -0.15
H -0.69 -1.98 0.65
H -1.72 -2.98 -1.00
*
```

The value obtained for the molar mass is 106.55 g/mol. The HOMO energy (alpha / beta) comes out at -7.80 / -8.25 eV.

Here are the Löwdin charges for atoms 1 to 5, given in e: -0.32 -0.58 -0.15 -0.02 -0.05

#B
The following is a quantum chemistry calculation of a single C4H7ClO molecule, from the OMol25 dataset.

Structure (ORCA input):
```
! RIJCOSX wB97M-V def2-TZVPD def2/J DEFGRID3
* xyz 0 1
C -1.96 -0.94 0.44
C -1.06 0.18 -0.03
O -1.35 0.94 -0.93
C 0.29 0.27 0.59
C 0.99 1.62 0.36
Cl 1.41 -0.97 -0.29
H -2.54 -1.19 -0.48
H -2.58 -0.76 1.31
H -1.31 -1.80 0.70
H 0.32 -0.02 1.67
H 1.10 1.79 -0.73
H 1.93 1.61 0.91
H 0.41 2.50 0.77
*
```

The value obtained for the molar mass is 106.55 g/mol. The HOMO energy comes out at -10.13 eV.

Here are the Löwdin charges for atoms 1 to 5, given in e: -0.02 -0.52 0.09 -0.59 -0.15

#C
The following is a quantum chemistry calculation of a single C4H7ClO molecule, from the OMol25 dataset.

Structure (ORCA input):
```
! RIJCOSX wB97M-V def2-TZVPD def2/J DEFGRID3
* xyz 0 1
Cl 2.28 0.23 0.00
C 0.77 -0.69 0.17
C -0.44 -0.01 -0.41
C -1.24 1.12 0.16
C -2.46 0.19 0.06
O -1.44 -1.07 0.02
H 0.82 -1.70 -0.57
H 0.84 -1.09 1.29
H -0.34 0.33 -1.54
H -1.07 1.34 1.32
H -1.18 2.00 -0.50
H -3.20 0.16 -0.97
H -2.90 0.03 1.01
*
```

The value obtained for the molar mass is 106.55 g/mol. The HOMO energy comes out at -10.01 eV.

Here are the Löwdin charges for atoms 1 to 5, given in e: 0.51 -0.60 -0.46 -0.16 -0.08

#D
The following is a quantum chemistry calculation of a single C4H7ClO molecule, from the OMol25 dataset.

Structure (ORCA input):
```
! RIJCOSX wB97M-V def2-TZVPD def2/J DEFGRID3
* xyz 0 1
C -0.60 1.58 0.06
C -0.45 0.15 -0.42
C -1.75 -0.62 -0.32
O -2.73 -0.37 0.32
C 0.56 -0.69 0.34
Cl 2.23 -0.10 -0.01
H -1.38 1.99 -0.58
H 0.30 2.24 0.00
H -0.97 1.55 1.14
H -0.03 0.10 -1.47
H -1.62 -1.53 -0.91
H 0.59 -1.77 0.03
H 0.43 -0.58 1.47
*
```

The value obtained for the molar mass is 106.55 g/mol. The HOMO energy comes out at -10.15 eV.

Here are the Löwdin charges for atoms 1 to 5, given in e: -0.08 -0.46 -0.26 0.09 -0.55

Which of them is most stable, and which least? Most stable: #B; least stable: #A.

#A
The following is a quantum chemistry calculation of a single C4H7ClO molecule, from the OMol25 dataset.

Structure (ORCA input):
```
! RIJCOSX wB97M-V def2-TZVPD def2/J DEFGRID3
* xyz 0 1
C 2.58 -0.46 -0.03
C 1.29 -0.45 -0.39
C 0.20 0.02 0.48
Cl -0.51 1.55 -0.09
C -0.97 -0.99 0.60
O -1.72 -1.34 -0.50
H 3.38 -0.68 -0.73
H 2.94 -0.17 0.91
H 0.99 -0.64 -1.47
H 0.61 0.25 1.47
H -1.62 -0.66 1.48
H -0.47 -1.94 0.85
H -2.03 -0.57 -0.90
*
```

The value obtained for the molar mass is 106.55 g/mol. The HOMO energy comes out at -10.07 eV.

Here are the Löwdin charges for atoms 1 to 5, given in e: 0.03 -0.23 -0.69 0.62 -0.34

#B
The following is a quantum chemistry calculation of a single C4H7ClO molecule, from the OMol25 dataset.

Structure (ORCA input):
```
! RIJCOSX wB97M-V def2-TZVPD def2/J DEFGRID3
* xyz 0 1
C 0.29 -0.89 1.70
C -0.06 -0.69 0.28
O -0.71 -1.54 -0.33
C 0.51 0.45 -0.37
C -0.68 0.90 -1.44
Cl -0.18 1.84 -2.80
H 0.51 0.07 2.25
H -0.50 -1.46 2.26
H 1.24 -1.43 1.64
H 1.33 -0.02 -0.86
H 0.77 1.19 0.35
H -1.45 1.56 -0.92
H -1.06 0.01 -1.74
*
```

The value obtained for the molar mass is 106.55 g/mol. The HOMO energy comes out at -9.86 eV.

Here are the Löwdin charges for atoms 1 to 5, given in e: -0.02 -0.54 0.06 -0.13 -0.59

#C
The following is a quantum chemistry calculation of a single C4H7ClO molecule, from the OMol25 dataset.

Structure (ORCA input):
```
! RIJCOSX wB97M-V def2-TZVPD def2/J DEFGRID3
* xyz 0 1
Cl -2.22 -1.08 -0.04
C -1.65 0.53 0.52
C -0.32 0.64 -0.28
C 0.48 -0.61 -0.32
C 1.89 -0.54 -0.18
O 1.14 -1.03 0.91
H -1.38 0.54 1.68
H -2.41 1.36 0.32
H 0.24 1.45 0.21
H -0.48 0.90 -1.31
H 0.02 -1.39 -0.78
H 2.44 -1.24 -0.79
H 2.26 0.48 0.05
*
```

The value obtained for the molar mass is 106.55 g/mol. The HOMO energy comes out at -10.37 eV.

Here are the Löwdin charges for atoms 1 to 5, given in e: 0.59 -0.53 -0.25 -0.38 -0.15

#D
The following is a quantum chemistry calculation of 2 unconnected molecules or ions with the total composition C4H7ClO, from the OMol25 dataset.

Structure (ORCA input):
```
! RIJCOSX wB97M-V def2-TZVPD def2/J DEFGRID3
* xyz 0 1
C 1.29 0.88 1.71
C 2.11 0.36 0.79
C -0.83 -0.16 0.46
C -1.93 -0.41 -1.65
O -1.68 0.26 -0.41
Cl -0.17 -1.67 0.10
H 0.83 0.29 2.38
H 1.15 1.97 1.74
H 2.63 0.93 -0.03
H 2.38 -0.71 0.89
H -2.31 -1.45 -1.43
H -0.96 -0.47 -2.20
H -2.52 0.19 -2.36
*
```

The value obtained for the molar mass is 106.55 g/mol. The HOMO energy comes out at -8.45 eV.

Here are the Löwdin charges for atoms 1 to 5, given in e: -0.13 -0.15 -0.53 -0.13 -0.20

Which of them is most stable, and which least? Most stable: #B; least stable: #D.

#A
The following is a quantum chemistry calculation of a single C4H7ClO molecule, from the OMol25 dataset.

Structure (ORCA input):
```
! RIJCOSX wB97M-V def2-TZVPD def2/J DEFGRID3
* xyz 0 1
C -2.10 -1.41 -0.55
C -1.33 -0.58 0.44
O -1.17 -1.33 1.56
C -0.02 -0.13 -0.04
C 0.45 1.08 -0.23
Cl 2.14 1.26 -0.61
H -3.02 -1.58 -0.05
H -2.25 -0.96 -1.49
H -1.69 -2.42 -0.69
H -1.84 0.37 0.54
H -0.62 -0.88 2.18
H 0.68 -0.97 -0.10
H -0.23 1.92 -0.24
*
```

The value obtained for the molar mass is 106.55 g/mol. The HOMO energy comes out at -9.59 eV.

Here are the Löwdin charges for atoms 1 to 5, given in e: -0.03 -0.53 0.02 -0.18 -0.55

#B
The following is a quantum chemistry calculation of a single C4H7ClO molecule, from the OMol25 dataset.

Structure (ORCA input):
```
! RIJCOSX wB97M-V def2-TZVPD def2/J DEFGRID3
* xyz 0 1
O 0.56 1.71 -0.82
C 0.93 0.31 -0.91
C 0.37 -0.52 0.24
C -1.07 -1.02 0.06
C -0.77 0.11 0.95
Cl -1.00 0.02 2.70
H 1.24 2.08 -0.26
H 2.02 0.31 -0.93
H 0.65 -0.13 -1.88
H 1.11 -1.08 0.79
H -1.38 -1.99 0.46
H -1.53 -0.80 -0.92
H -1.13 1.01 0.54
*
```

The value obtained for the molar mass is 106.55 g/mol. The HOMO energy comes out at -10.17 eV.

Here are the Löwdin charges for atoms 1 to 5, given in e: -0.08 -0.21 -0.25 -0.12 -0.70

Which of them is most stable, and which least? Most stable: #A; least stable: #B.

#A
The following is a quantum chemistry calculation of 9 unconnected molecules or ions with the total composition H18O9, from the OMol25 dataset.

Structure (ORCA input):
```
! RIJCOSX wB97M-V def2-TZVPD def2/J DEFGRID3
* xyz 0 1
O 0.11 1.33 -0.18
H 1.01 1.69 -0.19
H 0.13 0.63 -0.85
O -0.98 2.92 1.35
H -1.09 2.05 1.74
H -0.04 3.12 1.47
O -2.56 -0.79 1.88
H -2.56 0.13 1.59
H -3.21 -0.81 2.59
O 3.56 -1.54 -1.16
H 4.24 -2.21 -1.00
H 3.65 -0.93 -0.43
O 2.29 -2.06 0.92
H 2.28 -1.77 1.84
H 1.72 -2.83 0.92
O -1.04 -1.22 -1.19
H -1.33 -2.06 -0.81
H -1.85 -0.71 -1.27
O -2.81 2.81 -1.66
H -3.73 3.08 -1.67
H -2.73 2.20 -2.40
O -3.16 -2.79 -0.58
H -3.69 -3.20 0.11
H -3.55 -1.92 -0.69
O 5.47 1.56 0.04
H 5.00 1.00 -0.59
H 4.88 2.30 0.19
*
```

The value obtained for the molar mass is 162.13 g/mol. The HOMO energy comes out at -10.33 eV.

Here are the Löwdin charges for atoms 1 to 5, given in e: -0.07 0.04 0.02 -0.08 0.01

#B
The following is a quantum chemistry calculation of 9 unconnected molecules or ions with the total composition H18O9, from the OMol25 dataset.

Structure (ORCA input):
```
! RIJCOSX wB97M-V def2-TZVPD def2/J DEFGRID3
* xyz 0 1
O -0.39 -0.90 -0.05
H -0.49 0.05 -0.16
H -0.96 -1.11 0.70
O -2.76 2.39 2.45
H -1.97 2.91 2.26
H -3.46 3.05 2.49
O -3.89 1.94 -1.95
H -3.88 2.39 -1.10
H -4.38 2.54 -2.53
O 1.73 -2.45 -4.26
H 1.60 -1.77 -3.58
H 2.11 -3.19 -3.78
O 4.01 -1.42 -0.24
H 3.45 -1.84 -0.90
H 4.44 -2.15 0.21
O -1.99 -0.35 -3.15
H -2.28 0.12 -3.94
H -2.78 -0.82 -2.85
O 2.42 3.21 1.99
H 2.16 3.26 1.07
H 2.44 4.13 2.28
O -0.56 -3.85 2.72
H 0.13 -3.31 2.31
H -1.13 -4.11 1.98
O 2.06 0.27 3.02
H 1.94 -0.13 2.16
H 2.44 1.14 2.83
*
```

The value obtained for the molar mass is 162.13 g/mol. The HOMO energy comes out at -10.78 eV.

Here are the Löwdin charges for atoms 1 to 5, given in e: -0.06 0.03 0.03 -0.06 0.03

Which of them is most stable, and which least? Most stable: #B; least stable: #A.

#A
The following is a quantum chemistry calculation of 9 unconnected molecules or ions with the total composition H18O9, from the OMol25 dataset.

Structure (ORCA input):
```
! RIJCOSX wB97M-V def2-TZVPD def2/J DEFGRID3
* xyz 0 1
O -0.43 0.26 -0.63
H -0.07 0.43 0.21
H 0.22 -0.25 -0.88
O -1.36 2.61 2.10
H -0.77 1.81 1.84
H -1.23 3.24 2.87
O 1.38 -1.80 -0.93
H 1.90 -2.59 -0.90
H 1.09 -1.56 -1.85
O -2.94 -0.88 -0.14
H -3.49 -0.02 -0.18
H -1.95 -0.57 -0.13
O 0.73 2.63 -1.79
H 0.04 2.17 -1.51
H 1.36 2.05 -1.28
O 2.98 1.04 -0.84
H 2.64 0.51 0.01
H 3.50 1.75 -0.44
O -0.24 -2.61 1.51
H 0.04 -1.93 2.19
H 0.27 -2.51 0.66
O 0.44 0.33 2.11
H 0.16 0.50 3.09
H 1.42 0.26 1.98
O -1.91 -1.93 -2.61
H -2.38 -1.76 -1.68
H -1.40 -1.17 -2.79
*
```

The value obtained for the molar mass is 162.14 g/mol. The HOMO energy comes out at -10.63 eV.

Here are the Löwdin charges for atoms 1 to 5, given in e: 0.04 0.00 -0.07 -0.13 0.03

#B
The following is a quantum chemistry calculation of 9 unconnected molecules or ions with the total composition H18O9, from the OMol25 dataset.

Structure (ORCA input):
```
! RIJCOSX wB97M-V def2-TZVPD def2/J DEFGRID3
* xyz 0 1
O 2.52 -0.63 2.33
H 1.74 -0.44 2.87
H 2.36 -0.13 1.50
O 0.29 2.84 -2.15
H -0.33 3.52 -1.85
H -0.28 2.08 -2.39
O -0.31 0.18 -3.22
H 0.55 0.15 -3.66
H -0.93 -0.21 -3.85
O -1.19 -2.21 1.48
H -0.94 -1.54 0.81
H -1.55 -2.95 0.98
O 1.78 1.85 0.89
H 1.99 2.58 0.29
H 0.97 2.14 1.36
O -2.56 -1.82 -1.40
H -3.52 -1.84 -1.37
H -2.28 -2.62 -0.95
O 1.64 -3.19 1.02
H 2.18 -2.45 1.34
H 0.80 -2.76 0.79
O 0.09 -0.11 -0.34
H -0.27 0.15 -1.21
H 0.56 0.69 -0.03
O -0.77 2.12 2.09
H -0.88 2.60 2.92
H -1.67 1.97 1.77
*
```

The value obtained for the molar mass is 162.14 g/mol. The HOMO energy comes out at -9.85 eV.

Here are the Löwdin charges for atoms 1 to 5, given in e: -0.06 0.05 0.02 -0.06 0.04

Which of them is most stable, and which least? Most stable: #B; least stable: #A.